No. 1
{
  "formula": "C20H26Br4IrO2Si",
  "method": "ωB97M-V with the def2-TZVPD basis set",
  "molar_mass_g_mol": 838.35,
  "homo_lumo_gap_ev": [7.618, 5.770],
  "relative_energy_kj_mol": 57.1,
  "e_tot_ev": -316143.5395,
  "homo_ev": [-7.38, -7.61],
  "spin_multiplicity": 2,
  "total_charge": 0,
  "max_force_ha_per_bohr": 0.0304,
  "species": ["Ir", "C", "C", "C", "C", "C", "C", "C", "C", "C", "C", "H", "H", "H", "H", "H", "H", "H", "H", "H", "H", "H", "H", "H", "H", "H", "Br", "C", "C", "Br", "C", "Br", "C", "O", "C", "O", "C", "Br", "C", "Si", "C", "C", "C", "H", "H", "H", "H", "H", "H", "H", "H", "H", "H", "H"],
  "coordinates": [[-0.66, -0.01, 0.59], [0.22, 1.15, 2.20], [-1.19, 0.96, 2.43], [-1.44, -0.45, 2.53], [-0.18, -1.14, 2.38], [0.83, -0.15, 2.21], [2.30, -0.38, 2.12], [-0.02, -2.63, 2.45], [-2.77, -1.11, 2.76], [-2.24, 2.02, 2.51], [0.96, 2.45, 2.12], [2.75, 0.27, 1.37], [2.53, -1.41, 1.86], [2.76, -0.15, 3.08], [-0.73, -3.12, 1.77], [-0.21, -2.99, 3.46], [0.98, -2.93, 2.16], [-3.23, -1.41, 1.82], [-3.44, -0.42, 3.28], [-2.65, -2.00, 3.38], [-3.06, 1.80, 1.82], [-1.84, 3.00, 2.25], [-2.65, 2.07, 3.52], [1.56, 2.60, 3.02], [0.28, 3.29, 2.02], [1.63, 2.46, 1.26], [-4.38, -1.94, -4.97], [-3.54, -0.92, -3.63], [-3.53, 0.48, -3.70], [-4.35, 1.37, -5.15], [-2.90, 1.22, -2.71], [-2.84, 3.11, -2.72], [-2.27, 0.58, -1.64], [-1.67, 1.22, -0.65], [-2.28, -0.82, -1.57], [-1.70, -1.35, -0.51], [-2.92, -1.56, -2.56], [-2.90, -3.44, -2.37], [3.26, 1.70, -1.09], [2.69, -0.01, -1.61], [2.70, -0.13, -3.48], [3.87, -1.32, -0.97], [0.91, -0.26, -1.14], [4.26, 1.91, -1.46], [3.28, 1.81, -0.01], [2.59, 2.47, -1.49], [3.71, 0.01, -3.88], [2.06, 0.63, -3.93], [2.34, -1.10, -3.81], [4.86, -1.16, -1.40], [3.54, -2.31, -1.26], [3.98, -1.31, 0.12], [0.48, -1.25, -1.31], [0.30, 0.58, -1.47]]
}

No. 2
{
  "formula": "C3H3ClS",
  "method": "ωB97M-V with the def2-TZVPD basis set",
  "molar_mass_g_mol": 106.58,
  "homo_lumo_gap_ev": 8.346,
  "smiles": "CSC#CCl",
  "relative_energy_kj_mol": 190.1,
  "e_tot_ev": -26513.9920,
  "homo_ev": -8.40,
  "total_charge": 0,
  "max_force_ha_per_bohr": 0.1135,
  "species": ["C", "C", "C", "S", "Cl", "H", "H", "H"],
  "coordinates": [[1.17, -1.00, 0.00], [1.84, 0.09, 0.06], [-1.27, 0.14, 0.05], [-0.42, -1.49, -0.05], [3.24, 0.98, 0.10], [-2.32, -0.18, -0.25], [-0.98, 0.76, -0.89], [-1.27, 0.70, 0.98]]
}